# 1
{
  "formula": "C4H6O2",
  "method": "wB97M-V/def2-TZVPD",
  "elements": ["O", "C", "C", "C", "C", "O", "H", "H", "H", "H", "H", "H"],
  "coordinates": [[-0.850, 0.575, -1.621], [-0.228, 0.141, -0.464], [0.953, -0.705, -0.293], [-0.376, -1.168, 0.287], [-0.044, 1.335, 0.651], [-0.774, 2.277, 0.744], [-1.610, 1.106, -1.326], [1.621, -0.127, 0.562], [1.562, -1.234, -1.026], [-0.493, -1.037, 1.364], [-0.907, -2.045, -0.098], [1.208, 0.870, 1.224]],
  "e_lumo_ev": 0.894,
  "fmax_ev_per_a": 3.86,
  "gap_ev": 10.55,
  "e_above_lowest_kj_mol": 374.3
}

=====

# 2
{
  "formula": "C4H29N3O10",
  "method": "wB97M-V/def2-TZVPD",
  "elements": ["O", "C", "N", "C", "N", "C", "C", "N", "H", "H", "H", "H", "H", "H", "H", "H", "H", "H", "H", "H", "H", "O", "H", "H", "O", "H", "H", "O", "H", "H", "O", "H", "H", "O", "H", "H", "O", "H", "H", "O", "H", "H", "O", "H", "H", "O"],
  "coordinates": [[1.916, 0.363, 1.222], [1.035, 1.173, 1.074], [-0.108, 0.898, 0.437], [-1.032, 1.770, -0.170], [-1.834, 1.004, -1.069], [1.119, 2.686, 1.362], [2.655, 2.926, 1.531], [0.705, 2.994, 2.761], [-0.361, -0.045, 0.278], [-1.817, 2.348, 0.562], [-0.701, 2.482, -0.770], [-2.653, 0.510, -0.831], [-1.378, 0.493, -1.838], [0.622, 3.380, 0.718], [3.120, 2.150, 0.999], [2.874, 3.886, 1.188], [3.086, 2.779, 2.512], [0.777, 2.184, 3.416], [-0.130, 3.392, 2.833], [-4.041, -0.972, -0.911], [-3.635, -1.806, -2.074], [-3.762, -0.871, -1.780], [-2.496, 1.227, -3.543], [-2.779, -0.191, -2.864], [-2.429, 0.314, -3.821], [4.195, -1.401, 1.881], [3.389, -2.331, 2.619], [4.105, -2.288, 2.071], [-1.795, -1.285, 0.410], [-2.207, -2.730, 0.620], [-2.573, -1.821, 0.620], [3.158, -2.200, -0.018], [1.988, -1.280, 0.766], [2.211, -1.994, 0.141], [0.307, -1.020, -4.959], [-0.684, -0.072, -4.535], [0.193, -0.254, -4.322], [-0.207, -1.290, 4.016], [-1.164, -0.649, 3.016], [-0.307, -0.465, 3.487], [-0.612, -2.617, -0.604], [0.620, -3.383, 0.200], [-0.248, -2.972, 0.176], [0.666, -1.745, -1.608], [0.132, -1.350, -2.979], [0.081, -1.929, -2.218]],
  "e_lumo_ev": 0.275,
  "fmax_ev_per_a": 7.33,
  "gap_ev": 9.24,
  "e_above_lowest_kj_mol": 478.4,
  "smiles": "C[C@H](N)C(=O)NCN.O.O.O.O.O.O.O.O.O"
}

=====

# 3
{
  "formula": "C40H48F4LiN4SSbSi2",
  "method": "wB97M-V/def2-TZVPD",
  "elements": ["Li", "C", "N", "C", "C", "C", "N", "C", "C", "F", "C", "F", "C", "C", "F", "C", "F", "H", "H", "H", "H", "H", "H", "H", "H", "H", "H", "H", "C", "Si", "C", "C", "N", "C", "C", "C", "C", "C", "C", "N", "Si", "C", "C", "C", "H", "H", "H", "H", "H", "H", "H", "H", "H", "H", "H", "H", "H", "H", "H", "H", "H", "H", "H", "H", "H", "H", "S", "Sb", "C", "C", "C", "C", "C", "C", "C", "C", "C", "C", "C", "C", "C", "C", "C", "C", "C", "C", "H", "H", "H", "H", "H", "H", "H", "H", "H", "H", "H", "H", "H", "H", "H"],
  "coordinates": [[0.185, 0.757, 1.236], [-2.660, 2.556, -1.624], [-1.525, 3.025, -0.851], [-0.822, 4.061, -1.579], [-1.988, 3.486, 0.456], [-0.900, 3.919, 1.417], [-0.131, 2.803, 1.928], [0.743, 3.064, 2.886], [1.423, 1.963, 3.497], [1.075, 0.725, 3.062], [2.363, 2.065, 4.480], [2.915, 0.934, 4.974], [2.768, 3.293, 4.992], [2.144, 4.389, 4.429], [2.500, 5.628, 4.861], [1.190, 4.309, 3.440], [0.716, 5.500, 2.968], [-3.383, 3.374, -1.817], [-3.166, 1.759, -1.081], [-2.327, 2.156, -2.585], [-1.452, 4.961, -1.731], [-0.537, 3.683, -2.564], [0.085, 4.361, -1.052], [-2.554, 2.671, 0.908], [-2.676, 4.348, 0.317], [-1.411, 4.458, 2.227], [-0.268, 4.671, 0.924], [3.523, 3.383, 5.757], [4.037, 1.777, -1.807], [3.127, 1.794, -0.117], [2.378, 3.519, -0.129], [4.472, 1.780, 1.223], [1.965, 0.570, 0.142], [2.297, -0.734, -0.058], [3.533, -1.177, -0.609], [3.818, -2.498, -0.907], [2.881, -3.492, -0.659], [1.682, -3.109, -0.068], [1.380, -1.791, 0.262], [0.157, -1.487, 0.945], [0.136, -2.316, 2.487], [-1.036, -1.591, 3.764], [1.856, -2.274, 3.253], [-0.270, -4.184, 2.440], [4.129, 2.803, -2.178], [3.480, 1.195, -2.546], [5.045, 1.357, -1.746], [3.188, 4.240, 0.033], [1.622, 3.667, 0.637], [1.935, 3.737, -1.107], [4.174, 2.416, 2.063], [5.435, 2.142, 0.849], [4.612, 0.767, 1.610], [4.300, -0.443, -0.818], [4.783, -2.746, -1.338], [3.077, -4.532, -0.897], [0.932, -3.864, 0.144], [-0.919, -0.511, 3.853], [-0.787, -2.055, 4.727], [-2.085, -1.787, 3.540], [2.201, -1.257, 3.439], [2.587, -2.770, 2.609], [1.827, -2.807, 4.210], [-0.669, -4.528, 1.488], [-1.007, -4.434, 3.211], [0.640, -4.755, 2.647], [-2.628, 0.018, 1.236], [-1.560, -1.108, -0.443], [-2.259, -3.140, -0.482], [-2.933, -3.601, 0.643], [-3.542, -4.849, 0.645], [-3.479, -5.656, -0.482], [-2.823, -5.198, -1.617], [-2.229, -3.942, -1.620], [-3.153, -0.742, -2.003], [-2.938, -0.624, -3.375], [-3.998, -0.487, -4.270], [-5.305, -0.474, -3.809], [-5.542, -0.601, -2.444], [-4.479, -0.731, -1.562], [-0.136, -0.769, -2.012], [0.111, 0.550, -2.379], [0.902, 0.832, -3.485], [1.451, -0.202, -4.230], [1.209, -1.519, -3.865], [0.414, -1.802, -2.761], [-2.993, -2.965, 1.521], [-4.061, -5.193, 1.533], [-3.948, -6.633, -0.481], [-2.786, -5.813, -2.509], [-1.766, -3.580, -2.530], [-1.928, -0.629, -3.771], [-3.795, -0.387, -5.332], [-6.132, -0.363, -4.502], [-6.560, -0.592, -2.068], [-4.673, -0.805, -0.496], [-0.302, 1.363, -1.788], [1.103, 1.863, -3.752], [2.083, 0.019, -5.083], [1.660, -2.333, -4.421], [0.267, -2.834, -2.471]],
  "total_charge": -2,
  "e_lumo_ev": 4.354,
  "fmax_ev_per_a": 0.61,
  "gap_ev": 5.70,
  "e_above_lowest_kj_mol": 0.0
}

=====

# 4
{
  "formula": "C5H14N",
  "method": "wB97M-V/def2-TZVPD",
  "elements": ["C", "C", "C", "C", "C", "N", "H", "H", "H", "H", "H", "H", "H", "H", "H", "H", "H", "H", "H", "H"],
  "coordinates": [[-1.124, 0.992, -1.386], [-0.066, 0.428, -0.403], [1.362, 0.373, -0.984], [2.351, -0.529, -0.228], [2.415, -0.228, 1.263], [-0.458, -0.763, 0.074], [-1.211, 0.284, -2.213], [-2.090, 1.221, -0.945], [-0.775, 1.877, -1.922], [0.057, 1.207, 0.400], [1.753, 1.366, -1.211], [1.253, -0.083, -1.981], [3.318, -0.440, -0.728], [2.087, -1.560, -0.480], [2.729, 0.817, 1.385], [3.159, -0.803, 1.806], [1.429, -0.295, 1.724], [-7.373, -1.193, 2.804], [-1.405, -0.785, 0.488], [-7.411, -1.886, 2.536]],
  "total_charge": 1,
  "e_lumo_ev": -9.087,
  "fmax_ev_per_a": 2.53,
  "gap_ev": 6.55,
  "e_above_lowest_kj_mol": 583.6
}

=====

# 5
{
  "formula": "C4H10ClN3",
  "method": "wB97M-V/def2-TZVPD",
  "elements": ["C", "C", "C", "C", "H", "H", "H", "H", "H", "H", "H", "H", "H", "H", "N", "N", "N", "Cl"],
  "coordinates": [[2.790, -0.588, -0.530], [0.816, 0.773, 0.114], [-0.537, 0.898, 0.903], [-1.868, 0.915, 0.122], [3.404, -1.373, -0.069], [3.345, 0.369, -0.308], [2.778, -0.770, -1.651], [-0.006, -1.603, 0.283], [0.795, -1.379, 1.751], [0.710, 2.736, -0.259], [-0.477, 1.865, 1.518], [-0.706, 0.146, 1.696], [-1.650, 1.482, -0.766], [-2.802, 1.200, 0.628], [1.483, -0.431, 0.117], [0.916, -1.570, 0.694], [1.210, 1.820, -0.543], [-2.227, -0.788, -0.491]],
  "e_lumo_ev": 0.744,
  "fmax_ev_per_a": 2.51,
  "gap_ev": 9.44,
  "e_above_lowest_kj_mol": 141.8,
  "smiles": "[H]/N=C(\\CCCl)N(C)N"
}

=====

# 6
{
  "formula": "C32H76BIO",
  "method": "wB97M-V/def2-TZVPD",
  "elements": ["C", "C", "O", "B", "I", "H", "H", "H", "H", "H", "H", "C", "C", "C", "C", "C", "C", "H", "H", "H", "H", "H", "H", "H", "H", "H", "H", "H", "H", "H", "H", "C", "C", "C", "C", "C", "C", "H", "H", "H", "H", "H", "H", "H", "H", "H", "H", "H", "H", "H", "H", "C", "C", "C", "C", "C", "C", "H", "H", "H", "H", "H", "H", "H", "H", "H", "H", "H", "H", "H", "H", "C", "C", "C", "C", "C", "C", "H", "H", "H", "H", "H", "H", "H", "H", "H", "H", "H", "H", "H", "H", "C", "C", "C", "C", "C", "C", "H", "H", "H", "H", "H", "H", "H", "H", "H", "H", "H", "H", "H", "H"],
  "coordinates": [[-1.116, -4.860, -3.095], [-2.430, -4.130, -2.844], [-3.331, -4.444, -3.916], [-4.603, -4.087, -3.682], [-5.977, -5.610, -2.988], [-0.986, -4.979, -4.159], [-1.174, -5.848, -2.662], [-0.281, -4.307, -2.690], [-2.816, -4.477, -1.890], [-2.219, -3.067, -2.800], [-4.975, -2.961, -3.760], [0.976, 2.034, -0.989], [-0.217, 1.087, -1.070], [0.124, -0.266, -1.690], [0.616, -0.203, -3.137], [-0.347, 0.469, -4.115], [-1.688, -0.251, -4.226], [1.366, 2.279, -1.979], [0.686, 2.970, -0.510], [1.785, 1.594, -0.402], [-1.027, 1.565, -1.628], [-0.603, 0.918, -0.061], [-0.757, -0.914, -1.630], [0.894, -0.752, -1.082], [0.814, -1.224, -3.479], [1.577, 0.316, -3.174], [0.124, 0.496, -5.100], [-0.514, 1.511, -3.829], [-1.542, -1.287, -4.540], [-2.331, 0.235, -4.960], [-2.221, -0.256, -3.274], [6.652, 6.534, -1.107], [6.837, 5.367, -0.142], [6.469, 4.013, -0.746], [5.007, 3.879, -1.175], [3.986, 4.127, -0.066], [4.091, 3.137, 1.090], [5.610, 6.647, -1.409], [6.960, 7.472, -0.643], [7.252, 6.393, -2.007], [6.254, 5.546, 0.766], [7.884, 5.331, 0.173], [6.713, 3.226, -0.026], [7.104, 3.828, -1.618], [4.854, 2.873, -1.579], [4.805, 4.566, -2.001], [2.985, 4.055, -0.499], [4.080, 5.147, 0.315], [3.964, 2.112, 0.737], [3.317, 3.336, 1.833], [5.056, 3.204, 1.595], [-4.664, -5.129, 4.682], [-5.442, -4.220, 3.734], [-5.861, -4.909, 2.437], [-4.700, -5.406, 1.575], [-3.696, -4.330, 1.172], [-4.298, -3.223, 0.313], [-3.726, -5.468, 4.239], [-4.418, -4.605, 5.607], [-5.252, -6.011, 4.945], [-4.846, -3.329, 3.514], [-6.341, -3.864, 4.243], [-6.482, -4.222, 1.855], [-6.503, -5.761, 2.677], [-5.109, -5.868, 0.671], [-4.169, -6.203, 2.104], [-2.887, -4.807, 0.611], [-3.231, -3.893, 2.061], [-4.731, -3.645, -0.596], [-3.531, -2.503, 0.020], [-5.080, -2.674, 0.839], [1.714, -5.902, 5.490], [2.165, -5.477, 4.095], [1.431, -4.245, 3.567], [-0.079, -4.418, 3.404], [-0.501, -5.567, 2.491], [-0.020, -5.407, 1.051], [0.661, -6.186, 5.505], [2.289, -6.761, 5.837], [1.857, -5.092, 6.208], [2.045, -6.313, 3.401], [3.235, -5.256, 4.121], [1.872, -3.954, 2.610], [1.612, -3.407, 4.247], [-0.495, -3.483, 3.012], [-0.539, -4.560, 4.386], [-1.593, -5.623, 2.493], [-0.148, -6.520, 2.892], [-0.390, -4.474, 0.620], [-0.379, -6.230, 0.430], [1.069, -5.400, 0.988], [-1.288, 5.548, -2.392], [0.171, 5.918, -2.140], [0.505, 6.095, -0.661], [-0.248, 7.220, 0.050], [-0.065, 8.604, -0.570], [1.382, 9.090, -0.555], [-1.969, 6.330, -2.052], [-1.471, 5.396, -3.457], [-1.549, 4.622, -1.874], [0.421, 6.825, -2.697], [0.808, 5.127, -2.546], [1.582, 6.259, -0.561], [0.296, 5.157, -0.138], [0.082, 7.251, 1.093], [-1.315, 6.983, 0.081], [-0.683, 9.315, -0.015], [-0.443, 8.611, -1.596], [1.771, 9.121, 0.465], [1.457, 10.094, -0.974], [2.032, 8.440, -1.143]],
  "e_lumo_ev": 0.430,
  "fmax_ev_per_a": 1.31,
  "gap_ev": 10.04,
  "e_above_lowest_kj_mol": 0.0,
  "smiles": "CCCCCC.CCCCCC.CCCCCC.CCCCCC.CCCCCC.CCOBI"
}